Entry 1:
127
Properties=species:S:1:pos:R:3:lowdin_charge:R:1 method="wB97M-V/def2-TZVPD" total_charge=+3
Hf -0.0568 0.0456 -0.0671 1.29
As -1.0730 -1.9993 1.7012 1.27
As 0.7896 -2.3855 -1.5662 1.26
S 0.9038 1.5091 1.8457 0.69
P 1.8896 1.9417 -1.9087 1.18
O -0.7138 1.8848 -0.9565 -0.41
O -0.5111 3.1558 -1.5655 -0.23
N -0.3846 2.3878 3.9589 0.00
N -2.1869 -0.3483 -1.2088 0.00
N 2.0186 -1.2968 1.3112 -0.12
N -1.7477 1.6115 2.3035 0.01
N 2.9146 -0.3563 0.6443 -0.10
N -1.8932 0.9634 1.1367 -0.13
C 4.1454 0.6884 -2.6508 -0.09
C -0.0358 -3.1886 -3.2092 -0.40
C -0.3627 2.1516 -3.6977 -0.02
C 0.7361 4.3502 -3.2711 -0.03
C -1.0631 -4.3856 -5.5161 -0.04
C 4.4164 4.1489 0.4078 -0.05
C -4.5519 0.0892 -1.1643 0.03
C -1.2157 -3.9287 -3.1617 -0.13
C 2.0582 -0.0656 -3.8263 -0.13
C -2.8699 -2.5571 2.3382 -0.35
C 0.6252 -3.0704 -4.4327 -0.12
C 0.1161 -3.6625 -5.5766 -0.04
C -5.3809 -3.5709 2.9966 -0.05
C -1.7225 -4.5222 -4.3067 -0.06
C 1.0288 -3.1506 5.8045 -0.05
C -3.2652 0.2402 -0.6340 -0.24
C -4.1859 1.8544 1.1163 0.01
C -2.9856 -3.7431 3.0635 -0.10
C 3.4443 3.2753 -0.0438 -0.13
C 4.6475 5.0322 -1.8072 -0.03
C -0.5485 1.8288 2.7666 -0.76
C 0.8406 -3.5358 3.4413 -0.12
C -2.3893 -1.0230 -2.3461 -0.13
C -0.9593 -3.6211 0.5510 -0.41
C 3.7784 -5.2193 -2.5281 -0.04
C 3.7510 -2.7109 -1.3689 -0.14
C -4.2337 -4.2454 3.3852 -0.04
C 2.8650 1.1572 -3.3498 -0.65
C -5.2737 -2.3816 2.2974 -0.06
C -3.0665 1.0295 0.5732 -0.29
C 4.9332 -3.4319 -1.4381 -0.06
C 3.2418 1.9882 -4.5744 -0.06
C -4.7466 -0.6934 -2.2840 0.01
C 3.0641 3.2589 -1.3856 -0.38
C 0.4569 2.9713 -2.7057 -0.50
C 0.0764 -2.1468 5.7196 -0.05
C -3.6333 -1.2440 -2.9067 0.00
C -1.4835 2.9382 4.7356 -0.21
C -4.0237 -1.8808 1.9687 -0.11
C -0.1425 4.0929 -0.5431 0.04
C -0.1131 -2.5294 3.3439 -0.41
C -0.4836 -1.8310 4.4948 -0.12
C 2.5903 -4.5185 -2.4225 -0.10
C 4.9528 -4.6842 -2.0244 -0.04
C 2.5646 -3.2461 -1.8521 -0.37
C 5.0296 5.0216 -0.4751 -0.04
C 0.3100 -3.8101 -0.2639 -0.42
C -1.8572 4.3363 4.2476 -0.07
C 1.4081 -3.8441 4.6676 -0.06
C 3.6696 4.1649 -2.2596 -0.10
H 1.3839 4.9513 -2.6399 0.08
H -1.0928 5.0598 4.5083 0.08
H -4.5755 2.5089 0.3392 0.11
H -1.1203 -4.5033 1.1821 0.09
H 3.8906 -0.6247 0.8127 0.11
H 2.1023 -1.2202 2.3353 0.09
H 2.8263 0.5451 1.1192 -0.04
H 1.1343 -4.1039 2.5658 0.09
H 2.3979 2.5283 -4.9968 0.07
H 4.7054 4.1358 1.4466 0.12
H 1.5727 -2.5482 -4.4836 0.09
H 1.2094 4.2486 -4.2438 0.10
H 0.2204 1.9089 -4.5775 0.09
H -2.6294 -5.1045 -4.2586 0.12
H -2.0941 -4.2724 3.3847 0.11
H -2.3346 2.2597 4.6434 0.11
H 3.9012 0.1856 -1.7161 0.04
H -1.2349 -1.0484 4.4110 0.10
H 5.8023 5.6892 -0.1333 0.12
H -4.3117 -5.1702 3.9354 0.12
H -1.8371 -3.5552 -0.1075 0.06
H 2.1296 -4.6432 4.7388 0.12
H -6.3531 -3.9688 3.2404 0.12
H 0.8701 3.9206 -0.1731 0.08
H 1.4755 -3.3964 6.7544 0.12
H -2.7873 4.6461 4.7085 0.08
H -0.8632 3.9622 0.2642 0.12
H -1.4570 -4.8515 -6.4048 0.12
H 4.6900 -0.0028 -3.2886 0.11
H -1.5008 -1.4070 -2.8396 0.07
H 3.7829 -6.1881 -3.0013 0.12
H 0.6484 -3.5723 -6.5115 0.12
H -0.2448 -1.6249 6.6078 0.12
H 3.7573 -1.7091 -0.9682 0.04
H -1.1658 2.9725 5.7788 0.13
H -3.7367 -1.8294 -3.8051 0.12
H -3.8255 2.4543 1.9480 0.08
H 5.1197 5.7084 -2.5047 0.12
H -1.9856 4.3392 3.1687 0.06
H 2.3794 -2.2305 1.0900 0.07
H -5.3968 0.5577 -0.6865 0.13
H -0.2380 5.0941 -0.9569 0.13
H -5.7416 -0.8599 -2.6654 0.13
H 5.8758 -5.2366 -2.1029 0.12
H 4.0507 2.6789 -4.3672 0.08
H -3.9441 -0.9518 1.4229 0.06
H 3.3956 4.1983 -3.2985 0.09
H 3.6141 1.3043 -5.3359 0.11
H 1.1349 -0.2084 -3.2509 0.00
H 0.2396 -4.7491 -0.8280 0.09
H 5.8440 -3.0157 -1.0367 0.11
H 1.1720 -3.9270 0.4029 0.05
H -5.0032 1.2312 1.4772 0.10
H -0.7256 1.2279 -3.2437 0.06
H -1.7523 -4.0524 -2.2280 0.10
H -6.1623 -1.8451 2.0013 0.11
H -1.2265 2.7330 -4.0155 0.11
H 2.6683 -0.9640 -3.7210 0.07
H -0.1988 4.8864 -3.4342 0.12
H 1.6844 -4.9639 -2.8158 0.11
H 1.7840 0.0367 -4.8737 0.09
H 0.5545 2.6504 4.2292 0.14
H 4.8003 1.5253 -2.4230 0.09
H 2.9705 2.5973 0.6528 0.02



Entry 2:
8
Properties=species:S:1:pos:R:3:lowdin_charge:R:1 method="wB97M-V/def2-TZVPD" de_lowest_kcal_mol=82.2
P -2.8080 -0.0350 0.5682 0.74
O -2.3517 -1.3983 0.3040 -0.61
N 1.2682 0.4234 0.5809 -0.24
N 0.8445 0.8288 1.5678 0.18
C 1.8392 -0.0090 -0.4376 -0.05
H 2.6089 0.4748 -0.9518 0.05
H -2.5481 0.4379 -0.7804 -0.14
H 1.1470 -0.7226 -0.8511 0.07



Entry 3:
64
Properties=species:S:1:pos:R:3:lowdin_charge:R:1 method="wB97M-V/def2-TZVPD" de_lowest_kcal_mol=25.9
O -0.1584 4.0412 2.6699 0.10
O 3.8814 0.8509 -0.8856 -0.04
O 0.5363 -4.6060 -3.0907 -0.13
O -2.9966 1.1930 3.6478 0.14
O -3.8589 -0.2727 1.1733 0.11
N -1.0385 -2.2657 -3.1915 -0.18
N -2.3759 1.1628 0.1720 0.00
C -1.6464 2.3121 2.0180 -0.01
C -1.5522 -3.4787 -2.5821 -0.17
C -1.4279 2.2002 0.5393 -0.16
C 4.1986 -1.5741 -1.0780 -0.22
C -2.4526 1.9885 4.6103 -0.16
C -0.0046 1.8312 0.1883 -0.19
C -0.9875 3.7342 5.3907 0.00
C -3.0469 0.6233 1.2202 -0.37
C 0.3950 -2.1862 -2.9858 -0.17
C -1.7702 -1.0614 -2.8662 -0.19
C -0.9952 3.2044 2.9585 -0.31
C 0.7108 2.5609 -0.7517 -0.02
C -1.4307 3.5367 6.6778 -0.07
C 1.8906 0.3601 0.4528 0.00
C 4.5845 -0.2666 -0.3809 -0.20
C 1.0370 -3.4108 -3.6409 -0.19
C 0.6015 0.7358 0.7856 -0.02
C -1.4873 2.9681 4.3334 -0.06
C -2.3900 2.5615 6.9394 -0.07
C 4.5661 -1.5395 -2.5560 -0.10
C -2.8990 1.7912 5.9176 0.01
C -2.5652 1.3953 2.4066 -0.08
C -1.7083 -0.6120 -1.3993 -0.15
C 2.6079 1.0938 -0.4889 -0.26
C -2.5092 0.6717 -1.1782 -0.12
C -0.8630 -4.6739 -3.2434 -0.20
C 1.9976 2.1997 -1.0858 0.01
H 4.2717 -2.4648 -3.0447 0.06
H 0.7753 -1.2747 -3.4510 0.13
H 0.2607 3.4235 -1.2204 0.12
H 5.6351 -0.0404 -0.5857 0.13
H -2.6288 -3.5347 -2.7510 0.13
H 4.7188 -2.3948 -0.5811 0.11
H 4.0626 -0.7106 -3.0478 0.07
H 0.8363 -3.3844 -4.7224 0.13
H -1.1762 -5.6103 -2.7787 0.12
H 2.5636 2.7651 -1.8088 0.12
H -2.1183 -1.3882 -0.7520 0.12
H -3.6422 1.0306 6.0970 0.12
H 2.3221 -0.5000 0.9402 0.11
H -0.6692 -0.4343 -1.1184 0.09
H -1.6857 3.1404 0.0336 0.17
H -2.1683 1.4549 -1.8595 0.13
H 3.1245 -1.7400 -0.9759 0.09
H -1.0380 4.1351 7.4853 0.10
H -3.5701 0.4735 -1.3586 0.14
H 2.1145 -3.4241 -3.4697 0.11
H 0.6627 -2.1794 -1.9148 0.12
H 4.4559 -0.3480 0.7051 0.12
H -2.7389 2.4062 7.9490 0.11
H -2.8131 -1.2294 -3.1501 0.12
H 0.0562 0.1569 1.5182 0.13
H -1.1194 -4.6893 -4.3132 0.13
H -1.3713 -0.2624 -3.4999 0.12
H 5.6392 -1.4112 -2.6781 0.07
H -0.2454 4.4816 5.1539 0.12
H -1.3571 -3.5154 -1.4971 0.13



One value per record, in order, for calculated total energy: -7680.86033 -565.89119 -1532.58244 Eh.
One value per record, in order, for E_LUMO: -8.24 -0.96 -0.25 eV.
One value per record, in order, for HOMO: -15.406 -8.852 -8.472 eV.